Formula: C2H5N5O
Source: the Open Molecules 2025 dataset
Level of theory: wB97M-V/def2-TZVPD

As for the energy above the lowest of the compared OMol25 structures with the same formula, charge and spin: 67.1 kcal/mol. The max |F| is 2.53 eV Å⁻¹. The total energy comes out at -428.1162 Ha. Its SMILES is N/N=c1/ocnn1N. The molecular weight comes out at 115.1 g/mol.

Geometry as XYZ:
```
13
Properties=species:S:1:pos:R:3:forces:R:3:nbo_charge:R:1
N -0.575940 2.390370 0.167727 -1.06 0.85 0.23 -0.68
N 0.519567 1.582781 0.519468 -0.70 -1.86 -0.23 -0.33
C 0.494384 0.353655 0.144634 -0.57 0.63 0.79 0.58
O 1.372122 -0.537171 0.682509 0.91 -0.86 0.24 -0.45
C 0.943184 -1.826642 0.366858 0.96 2.34 0.08 0.32
N -0.053454 -1.845994 -0.409843 -0.52 0.13 0.06 -0.29
N -0.327703 -0.475808 -0.661965 -1.20 0.78 -0.29 -0.16
N -1.666574 -0.043939 -0.819243 -0.01 -0.83 2.37 -0.65
H -1.481474 1.872063 0.148146 1.25 0.58 -0.02 0.36
H -0.652564 3.190486 0.837072 0.44 -1.26 -0.80 0.36
H 1.619505 -2.549759 0.803209 -0.60 -0.46 -0.35 0.22
H -2.328831 -0.514535 -0.162155 1.02 0.34 -0.63 0.36
H -2.030279 -0.114839 -1.728316 0.08 -0.37 -1.47 0.37
```
Forces are in eV/Å.



Formula: C4H13N3O
Source: the Open Molecules 2025 dataset
Level of theory: wB97M-V/def2-TZVPD

As for the energy above the lowest of the compared OMol25 structures with the same formula, charge and spin: 96.9 kcal/mol. The max |F| is 1.77 eV Å⁻¹. The total energy comes out at -399.5928 Ha. The molecular weight comes out at 119.2 g/mol.

Geometry as XYZ:
```
21
Properties=species:S:1:pos:R:3:forces:R:3:nbo_charge:R:1
C -1.676061 -0.297151 -0.468132 -0.14 -0.29 -0.03 0.05
C 0.320273 -0.715004 0.873980 0.79 -0.81 0.95 0.13
C 0.654106 1.904518 -0.896785 -0.11 -0.85 0.85 -0.24
C 1.417369 -1.728614 1.042486 -0.39 0.14 -0.09 -0.64
N -0.561468 -0.959325 -0.152055 -0.35 0.89 -0.63 -0.48
N -2.038894 -0.099976 -1.819469 0.37 0.09 0.47 -0.84
N -0.154777 -0.164891 2.090799 -0.09 0.22 -0.55 -0.85
O 1.759068 2.722304 -0.566839 0.45 0.03 0.18 -0.73
H 2.338047 2.220999 0.024010 -0.19 0.15 -0.21 0.46
H -0.143391 -1.447170 -0.934645 0.11 -0.06 0.08 0.39
H -2.150748 0.336009 0.261524 0.07 -0.01 0.05 0.18
H 0.325375 1.323063 0.038641 0.00 1.05 -1.42 0.17
H -1.652961 -0.778970 -2.467630 -0.57 0.19 0.04 0.37
H -3.013938 0.144149 -1.924089 0.18 -0.44 -0.35 0.39
H -0.748112 0.640494 1.927277 -0.01 0.01 0.25 0.36
H -0.636125 -0.828231 2.697584 -0.13 0.01 -0.07 0.35
H 0.926510 1.128282 -1.631162 -0.03 0.14 0.07 0.15
H -0.083268 2.560556 -1.369668 -0.14 -0.27 0.40 0.18
H 1.847389 -2.002391 0.078978 0.11 -0.06 -0.05 0.20
H 1.072946 -2.652305 1.525084 0.00 -0.15 0.10 0.18
H 2.198662 -1.306347 1.670113 0.06 0.01 -0.04 0.23
```
Forces are in eV/Å.



Formula: C3H4N4O2
Source: the Open Molecules 2025 dataset
Level of theory: wB97M-V/def2-TZVPD

As for the energy above the lowest of the compared OMol25 structures with the same formula, charge and spin: 121.0 kcal/mol. The max |F| is 3.04 eV Å⁻¹. The total energy comes out at -486.0344 Ha. The molecular weight comes out at 128.1 g/mol.

Geometry as XYZ:
```
13
Properties=species:S:1:pos:R:3:forces:R:3:nbo_charge:R:1
C 0.475811 -0.810818 0.115140 -0.06 0.31 -0.13 -0.41
C -0.421611 -1.895492 0.119863 -0.23 0.42 -0.08 -0.03
C -0.310083 0.308615 0.026603 -2.52 -0.04 0.35 0.32
N -1.663866 -1.483218 0.048978 -0.03 -0.41 0.05 -0.28
N -1.665372 -0.157614 -0.004805 0.35 -1.10 0.01 -0.25
N -0.053314 1.651562 0.104604 0.23 0.50 0.02 -0.81
N -3.431699 0.202058 0.022108 3.01 -0.31 -0.31 0.71
O -3.984134 -0.812442 -0.014033 -0.60 0.14 0.11 -0.19
O -3.675625 1.345108 0.029034 -0.43 0.73 0.09 -0.28
H 1.544130 -0.821381 0.184223 0.25 0.00 -0.01 0.23
H -0.199350 -2.942046 0.173527 0.02 -0.25 0.00 0.21
H -0.805486 2.256863 -0.185132 0.16 -0.02 -0.07 0.39
H 0.859893 1.938589 -0.212251 -0.16 0.02 -0.03 0.39
```
Forces are in eV/Å.



Formula: C4H9Cl2N
Source: the Open Molecules 2025 dataset
Level of theory: wB97M-V/def2-TZVPD

As for the energy above the lowest of the compared OMol25 structures with the same formula, charge and spin: 53.0 kcal/mol. The max |F| is 1.79 eV Å⁻¹. The total energy comes out at -1132.8413 Ha. The molecular weight comes out at 142.0 g/mol.

Geometry as XYZ:
```
16
Properties=species:S:1:pos:R:3:forces:R:3:nbo_charge:R:1
C 1.998425 0.128065 -0.423982 -0.01 -0.20 0.12 -0.60
C 0.952435 -0.967587 -0.593357 0.23 0.03 -0.09 -0.49
C -0.296065 -0.481093 -1.204589 -1.04 0.92 1.13 -0.26
C -1.542079 0.861865 0.616334 0.81 -1.08 -1.16 0.06
N -1.382097 0.044959 1.718695 -0.01 -0.06 0.32 -0.86
Cl -3.192092 1.044896 -0.010861 0.03 -0.03 0.00 -0.05
Cl -0.720794 2.374231 0.763112 0.08 0.19 0.08 0.00
H 2.076104 0.718797 -1.333306 0.07 0.08 -0.11 0.20
H 1.717492 0.794495 0.386576 0.03 0.10 0.06 0.21
H 2.977584 -0.298402 -0.205599 0.01 0.06 0.04 0.21
H 0.737713 -1.444283 0.367389 0.00 -0.08 0.03 0.22
H 1.357197 -1.753873 -1.249797 -0.01 -0.06 0.12 0.21
H -0.262787 0.372116 -1.857493 -0.01 0.15 -0.26 0.18
H -1.117345 -1.164070 -1.341578 -0.16 -0.10 -0.08 0.18
H -2.032328 -0.727633 1.747273 0.07 0.04 -0.01 0.39
H -1.271365 0.497518 2.621182 -0.09 0.04 -0.18 0.38
```
Forces are in eV/Å.



Formula: C2H3N3O2PS
Source: the Open Molecules 2025 dataset
Level of theory: wB97M-V/def2-TZVPD

Its charge is -1. As for the energy above the lowest of the compared OMol25 structures with the same formula, charge and spin: 1.0 kcal/mol. The max |F| is 4.25 eV Å⁻¹. The total energy comes out at -1132.4265 Ha. Its SMILES is [O-][P@](O)(=S)c1cn[nH]n1. The molecular weight comes out at 164.1 g/mol.

Geometry as XYZ:
```
12
Properties=species:S:1:pos:R:3:forces:R:3:nbo_charge:R:1
O -1.728552 1.897373 1.524912 2.76 -1.66 -1.23 -1.10
P -0.513096 0.956458 1.358010 -2.62 -0.13 1.30 1.85
O -0.898961 -0.361467 2.319353 0.60 0.71 -0.40 -1.00
S 1.378792 1.338552 1.703521 0.49 0.84 0.58 -0.80
C -0.180452 0.042933 -0.219203 -1.10 2.13 -0.29 -0.25
C 0.243148 0.608522 -1.452100 0.68 -1.08 0.01 -0.09
N 0.674653 -0.375803 -2.249036 -1.36 0.76 0.39 -0.26
N 0.362514 -1.435924 -1.538977 1.19 -3.67 -1.78 -0.19
N -0.104938 -1.255791 -0.319500 -0.31 -0.91 -0.24 -0.25
H -0.029545 -0.614688 2.664384 -0.24 -0.21 0.03 0.49
H 0.324650 1.605328 -1.790417 0.08 0.85 0.09 0.21
H 0.471787 -2.405493 -2.000945 -0.19 2.36 1.55 0.39
```
Forces are in eV/Å.



Formula: C31H30BN12O3S2Y
Source: the Open Molecules 2025 dataset
Level of theory: wB97M-V/def2-TZVPD

As for the energy above the lowest of the compared OMol25 structures with the same formula, charge and spin: 17.4 kcal/mol. The max |F| is 2.78 eV Å⁻¹. The total energy comes out at -2941.9221 Ha. The molecular weight comes out at 782.5 g/mol.

Geometry as XYZ:
```
80
Properties=species:S:1:pos:R:3:forces:R:3:lowdin_charge:R:1
Y 0.095136 0.557765 -1.313512 1.28 -0.42 -2.44 1.39
N 1.438193 -3.835015 -0.804555 0.17 -0.23 -0.25 0.05
C 0.947580 -2.763351 -0.188665 0.12 0.22 0.06 -0.11
N 1.364391 -1.677003 -0.815875 -0.32 -0.12 -0.14 0.07
C 2.097973 -2.181051 -1.853593 0.30 0.44 -0.34 -0.33
N 2.184741 -3.483986 -1.884747 -0.25 -0.13 0.38 0.15
C 2.681519 -1.289940 -2.883147 -0.24 -0.25 0.56 -0.22
C 3.421429 -1.753117 -3.950882 0.20 0.04 -0.32 -0.07
N 3.851761 -0.928590 -4.910685 -0.12 0.01 0.20 0.10
C 3.548837 0.357489 -4.768983 0.09 -0.12 -0.10 -0.10
C 2.838627 0.831131 -3.672997 -0.01 0.05 0.13 -0.12
N 2.403171 0.002696 -2.733712 -0.37 0.34 -0.09 0.07
H 1.299843 -4.807259 -0.583889 0.02 0.04 0.01 0.16
H 0.308412 -2.780157 0.681630 0.00 0.03 -0.07 0.13
H 3.657649 -2.806137 -4.037999 0.01 0.01 -0.04 0.12
H 3.849256 1.042363 -5.551210 0.03 -0.04 -0.01 0.11
H 2.606163 1.884632 -3.564143 0.00 -0.08 -0.03 0.08
N 2.471491 1.054940 -0.018340 -0.57 0.03 0.30 0.04
C 2.240267 1.252118 1.376301 0.25 -0.02 -0.20 -0.33
C 1.984246 2.522799 1.867205 -0.03 0.08 0.08 -0.03
C 1.692590 2.692571 3.213759 -0.02 0.00 -0.01 -0.07
C 1.656830 1.605310 4.076515 0.00 -0.01 -0.11 -0.09
C 1.920174 0.335787 3.577666 0.00 0.01 -0.04 -0.08
C 2.214130 0.158427 2.233573 -0.01 -0.06 0.08 -0.05
H 2.811221 1.891610 -0.474058 0.05 -0.03 -0.03 0.08
H 3.073438 0.267630 -0.211466 0.03 0.02 0.00 0.08
H 1.993842 3.373574 1.193555 -0.01 -0.03 0.03 0.11
H 1.483073 3.688225 3.584983 0.01 -0.02 0.01 0.11
H 1.418043 1.739941 5.123025 0.00 0.01 -0.01 0.10
H 1.891385 -0.524564 4.235652 -0.01 0.02 -0.01 0.11
H 2.412072 -0.832264 1.838024 -0.01 0.01 0.03 0.11
S -0.232153 1.679681 -4.697175 0.19 -0.01 -0.14 0.69
C 0.479586 3.119738 -5.158098 0.24 0.08 -0.30 -0.83
N -0.252050 4.274481 -5.019446 -0.33 0.04 0.23 0.06
C 0.170288 5.503847 -5.355297 -0.14 -0.08 0.08 -0.10
C 1.395088 5.641335 -5.915061 0.10 0.01 -0.10 -0.06
C 2.131839 4.452858 -6.061707 0.12 -0.19 0.02 -0.12
N 1.725918 3.251918 -5.715087 -0.28 0.07 0.22 0.08
H -1.149110 4.147980 -4.567292 0.03 0.03 -0.03 0.14
H -0.505113 6.320873 -5.145780 0.01 -0.01 -0.01 0.14
H 1.781961 6.604910 -6.205182 0.04 -0.04 0.00 0.11
H 3.132429 4.504892 -6.482154 -0.02 -0.03 -0.01 0.12
S 1.681768 5.273831 -2.317996 -0.17 -0.59 0.22 0.54
C 1.089332 3.809803 -1.894348 0.20 0.60 -0.09 -0.95
N 0.675120 2.755128 -1.588720 -0.05 0.22 -0.04 -0.07
N -0.664833 -2.189266 -5.038234 0.07 -0.06 -0.10 0.20
C -1.029312 -1.429703 -3.985204 -0.12 0.08 0.16 -0.55
O -0.195234 -1.203777 -3.063829 0.06 0.30 0.21 -0.15
C -2.352928 -0.909431 -3.906834 -0.28 0.15 -0.03 -0.22
C -2.486212 -0.077011 -2.788865 -0.11 -0.23 -0.41 -0.22
N -2.359486 0.571499 -1.835844 0.20 0.21 0.22 0.11
C -3.345459 -1.117733 -4.904542 0.30 0.02 0.44 -0.23
N -4.114552 -1.352516 -5.731527 0.05 0.04 -0.04 0.13
H 0.322744 -2.335953 -5.161259 -0.02 -0.03 -0.01 0.11
H -1.250509 -2.217284 -5.856529 -0.02 -0.01 0.02 0.11
C -1.867609 -3.728546 5.902409 0.07 -0.05 0.01 -0.05
C -2.952650 -2.663109 5.697077 0.04 0.04 -0.09 -0.57
C -4.199865 -3.323526 5.093865 -0.05 -0.03 -0.03 -0.05
C -3.323893 -2.095502 7.066038 -0.02 0.02 0.09 -0.07
C -2.442236 -1.581989 4.739007 0.00 -0.02 -0.08 -0.17
C -2.448181 -0.228990 5.073961 0.07 0.12 -0.14 -0.02
C -2.004726 0.765257 4.189819 -0.12 -0.11 0.35 0.02
C -1.551111 0.354213 2.966433 0.09 0.53 -0.08 -0.24
O -1.061507 1.114192 1.937048 0.01 -0.33 -0.17 0.10
B -0.713282 0.226960 0.891679 -0.82 -0.49 1.92 -0.52
O -1.036698 -1.106115 1.341996 0.02 0.37 0.26 0.04
C -1.538708 -0.975960 2.619982 0.11 -0.36 -0.42 -0.21
C -1.975270 -1.960572 3.466598 -0.11 -0.11 0.26 0.05
H -2.212616 -4.486051 6.611921 0.01 0.03 -0.03 0.08
H -0.951593 -3.280793 6.297236 -0.05 -0.01 -0.01 0.09
H -1.616637 -4.239368 4.969918 -0.02 0.04 0.04 0.07
H -4.577907 -4.104065 5.760809 0.02 0.03 -0.03 0.08
H -3.980950 -3.782765 4.126731 -0.01 0.03 0.05 0.08
H -4.993101 -2.587340 4.942280 0.04 -0.03 0.01 0.09
H -3.642557 -2.911139 7.719237 0.01 0.03 -0.01 0.08
H -4.149376 -1.382851 7.002954 0.03 -0.03 -0.02 0.08
H -2.476929 -1.595624 7.542889 -0.02 -0.04 -0.03 0.09
H -2.806616 0.081780 6.044725 0.00 0.00 -0.01 0.10
H -2.014791 1.812527 4.462692 0.00 -0.03 0.00 0.12
H -1.967801 -2.997302 3.149275 0.00 0.05 0.02 0.12
```
Forces are in eV/Å.



Question: Which value of molecular weight does entry 5 give?
Answer: 164.1 g/mol